No. 1
A cluster of 2 separate species, C27H46N4O7S3 in total. Source: the OMol25 dataset; level of theory: ωB97M-V/def2-TZVPD.

Properties
Energy above the lowest of the compared OMol25 structures with the same formula, charge and spin: 0.00 kcal per mole
Net charge: 0
Maximum force: 1.2 eV/Å
Highest occupied orbital energy: -7.63 eV
E_tot: -2996.4676 Ha
Kohn-Sham gap: 0.248 hartree

Geometry as XYZ:
```
87
Properties=species:S:1:pos:R:3:forces:R:3
C 2.10275 -1.67767 -5.70975 0.06 0.04 0.19
C 1.91290 -2.51027 -4.44398 0.14 -0.15 0.01
O 3.13001 -2.66348 -3.71990 -0.04 0.16 -0.04
C 0.74421 -1.89720 -3.68611 0.82 -0.56 0.03
O 1.10394 -1.15953 -2.48329 -0.29 -0.49 0.48
N -0.12435 -0.58063 -2.09057 -0.03 0.07 -0.09
C -0.56085 -1.13804 -0.79191 0.06 0.12 0.42
C -0.78732 -2.63980 -0.85805 0.32 0.45 -0.02
C 0.40354 -3.56523 -0.98738 -0.04 0.16 -0.40
O 0.28808 -4.61778 -1.52917 -0.08 -0.68 -0.10
O 1.60090 -3.14094 -0.49520 -0.19 0.32 0.58
C 0.39637 -0.61758 0.26772 0.18 0.08 0.01
N 0.30664 -1.44772 1.46993 0.14 0.15 -0.06
C 1.26057 -1.69786 2.15832 -0.12 0.12 -0.21
S 2.51300 -2.06064 3.00576 0.18 -0.21 0.33
C 0.11693 0.85526 0.55983 -0.07 0.28 -0.27
C -1.16148 1.09184 1.37251 0.28 0.16 0.62
C -1.16686 0.68132 2.84466 -0.50 -0.28 0.12
C -2.44125 1.24091 3.51427 0.56 -0.10 -0.18
S -3.15359 0.06553 4.66913 0.18 -0.09 0.34
C -4.37599 -0.70560 3.73474 -0.12 0.18 -0.56
S -5.03062 -0.21367 2.33437 -0.01 -0.12 0.01
N -4.80933 -1.89594 4.36901 -0.37 -0.26 0.45
C -4.19368 -3.13001 4.33252 -0.26 -0.65 0.53
C -4.98384 -3.96309 5.08499 0.05 0.71 -0.34
N -6.07149 -3.27857 5.57771 0.33 0.55 -0.30
C -5.94021 -2.04771 5.13257 -0.14 -0.89 0.20
O 1.29461 1.28396 1.23907 -0.20 -0.17 0.18
C 1.29383 2.59451 1.77773 0.34 0.38 0.05
C 2.66328 3.25280 1.63424 -0.04 -0.09 0.03
C 2.87018 3.85695 0.25196 0.07 0.24 0.28
C 3.84069 2.37403 2.09800 0.13 0.10 -0.10
C 4.39422 1.43188 1.02578 -0.09 0.25 0.43
C 3.55345 1.64491 3.40535 0.37 -0.05 -0.07
C -0.01532 1.64754 -0.77811 -0.42 -0.47 0.16
C -0.10306 0.93298 -2.15666 0.18 1.09 -0.50
C 1.08684 1.37482 -3.00737 0.00 0.23 0.12
C -1.34166 1.39591 -2.95762 -0.15 0.43 0.83
C -2.68303 0.84666 -2.52745 0.02 0.49 -0.47
O -3.18414 1.45109 -1.33439 0.04 -0.27 0.36
H 1.23164 -1.00948 -5.75064 0.48 -0.13 -0.79
H 3.01511 -1.08906 -5.67101 0.13 0.09 0.17
H 2.16540 -2.31810 -6.58377 -0.05 0.05 -0.20
H 1.55752 -3.50518 -4.71343 0.00 -0.11 -0.23
H 3.11071 -3.52065 -3.28696 0.02 0.03 0.16
H -0.00015 -2.65655 -3.43986 0.03 -0.18 0.33
H 0.27726 -1.16790 -4.35479 -0.42 -0.51 0.22
H -0.78818 -0.87061 -2.82806 -0.13 0.36 -0.41
H -1.52518 -0.67952 -0.57665 -0.22 0.02 -0.26
H -1.31090 -2.91208 0.05528 -0.01 -0.12 0.15
H -1.45639 -2.86768 -1.68196 -0.13 -0.11 -0.08
H 1.81094 -3.66695 0.28889 0.33 -0.19 -0.17
H 1.41856 -0.65362 -0.10139 0.10 -0.17 -0.16
H -2.02448 0.63173 0.89593 -0.04 -0.03 -0.26
H -1.36724 2.16120 1.34133 -0.04 0.15 -0.11
H -0.27415 0.99237 3.37801 0.14 0.10 0.01
H -1.21750 -0.39567 2.94091 0.12 -0.19 -0.11
H -3.18025 1.42162 2.74252 -0.30 0.22 0.09
H -2.23351 2.15241 4.06345 -0.13 0.18 0.06
H -3.28951 -3.34981 3.79855 0.12 0.29 -0.12
H -4.83628 -5.00783 5.28285 0.03 -0.12 0.01
H -6.64449 -1.26174 5.33806 0.12 0.27 -0.14
H 0.56392 3.24332 1.29155 -0.14 -0.06 -0.16
H 1.04178 2.58381 2.83861 -0.15 -0.25 0.12
H 2.62853 4.09427 2.33140 -0.08 0.10 0.11
H 2.05100 4.53638 0.02419 -0.17 -0.02 -0.16
H 3.76711 4.47355 0.26006 0.22 -0.08 -0.15
H 2.95823 3.11167 -0.53188 -0.02 -0.08 -0.13
H 4.65535 3.07011 2.31253 0.08 0.13 0.01
H 3.63720 0.73303 0.68756 -0.01 -0.13 -0.18
H 4.79361 2.00989 0.19863 -0.06 -0.08 -0.28
H 5.22764 0.88607 1.46031 0.08 -0.21 -0.03
H 2.64330 1.05557 3.36559 -0.15 -0.06 0.04
H 3.53064 2.33443 4.24611 -0.27 0.11 0.11
H 4.37222 0.95556 3.60372 0.06 -0.12 0.09
H 0.81253 2.34266 -0.83992 0.28 -0.05 0.08
H -0.90378 2.26158 -0.68698 -0.17 0.04 -0.10
H 1.05859 0.93901 -4.00163 0.10 -0.16 0.05
H 0.95873 2.44775 -3.13468 -0.01 0.16 -0.02
H 2.03544 1.23107 -2.49942 0.16 -0.24 -0.05
H -1.16845 1.12390 -4.00847 0.01 -0.10 0.22
H -1.34634 2.48022 -2.88739 -0.16 0.26 0.25
H -3.37956 1.01097 -3.34702 -0.15 0.03 -0.10
H -2.66070 -0.23749 -2.40549 -0.06 -0.15 0.18
H -3.92409 2.01463 -1.56410 -0.07 0.02 0.02
O -0.77358 -0.18759 -4.90476 -0.84 -0.12 -0.85
H -1.64111 -0.31767 -5.30003 0.06 -0.07 -0.29
```
Positions in Å, forces in eV/Å.

These are the Mulliken partial charges, in e, on atoms 1 to 8:
1 C -1.11
2 C 0.10
3 O -0.63
4 C 0.38
5 O -0.50
6 N 0.98
7 C -0.56
8 C -1.44

---

No. 2
A structure of composition C44H47F5N4O5PtS4Si. Source: the OMol25 dataset; level of theory: ωB97M-V/def2-TZVPD.

Properties
Net charge: 0
Maximum force: 1.6 eV/Å
2S+1: 5
Highest occupied orbital energy (spin up / spin down): -6.80 / -8.29 eV
E_tot: -4801.0969 Ha
Kohn-Sham gap (spin up / spin down): 0.234 / 0.186 hartree

Geometry as XYZ:
```
111
Properties=species:S:1:pos:R:3:forces:R:3
Pt 0.68097 -0.72465 0.68716 -0.84 -0.81 -0.07
S -0.45840 -2.76609 -0.06585 0.54 0.14 0.86
C 0.08780 -3.95148 1.06611 -0.18 0.86 -0.55
C -0.61974 -5.15739 1.13859 -0.07 -0.75 0.25
C -0.25519 -6.15193 2.02589 0.21 0.99 -0.42
C -1.01500 -7.33648 2.13570 -0.39 -0.45 -0.01
N -1.64368 -8.28853 2.24964 -0.16 -0.27 -0.02
C 0.87926 -5.96942 2.85877 0.14 0.96 -0.44
C 1.60669 -4.80155 2.77382 -0.25 -0.71 0.22
C 1.22281 -3.77215 1.90338 0.43 0.76 -0.11
S 2.19390 -2.36579 1.88788 -1.17 -0.07 -0.53
C 1.25693 -6.96358 3.78905 0.16 -0.26 0.25
N 1.58201 -7.74710 4.55829 0.12 -0.34 0.30
H -1.46682 -5.29884 0.48382 -0.11 -0.06 0.03
H 2.48072 -4.65519 3.39044 0.01 -0.05 0.09
S -0.69444 -0.71037 2.58252 0.50 -0.27 -0.38
C -1.66212 0.68427 2.27070 -0.26 -0.20 0.11
N -2.93893 0.73465 2.73712 0.50 0.17 -0.20
C -3.66920 1.95698 2.51769 -0.06 0.47 -0.02
C -2.72901 3.13076 2.78514 -0.45 -0.21 0.26
N -1.61321 3.03916 1.87733 0.11 -0.55 0.00
C -1.15337 4.25746 1.25383 0.07 0.25 -0.26
C -2.20590 4.79449 0.31488 -0.03 0.15 0.05
C -2.64273 4.00155 -0.73879 0.02 0.01 -0.01
C -3.64772 4.44359 -1.57928 -0.03 -0.08 -0.06
C -4.22847 5.68544 -1.37450 -0.04 0.12 -0.02
C -3.79488 6.48335 -0.32920 -0.08 0.04 -0.04
C -2.79013 6.03778 0.51499 0.10 -0.08 -0.05
C -1.10802 1.80773 1.61900 0.12 0.33 -0.15
S 0.15761 1.63258 0.45043 -0.06 -0.84 -0.16
C -3.60357 -0.34172 3.43654 -0.08 -0.21 0.17
C -3.78731 -0.01953 4.89986 -0.11 -0.03 -0.09
C -2.66410 0.08504 5.71090 -0.04 -0.02 0.01
C -2.79970 0.34921 7.06043 0.07 0.01 0.01
C -4.06073 0.51424 7.61091 -0.06 0.03 0.08
C -5.18149 0.44160 6.80279 -0.06 0.03 0.12
C -5.04665 0.18078 5.44925 0.11 -0.09 -0.07
H -4.51921 1.98537 3.19934 0.02 0.03 -0.01
H -4.03380 2.00628 1.48144 -0.02 0.03 0.11
H -2.38175 3.07241 3.82512 -0.05 0.10 -0.04
H -3.24095 4.08062 2.62290 0.03 -0.06 0.01
H -0.22792 4.03927 0.71778 -0.06 0.09 0.11
H -0.93811 4.98867 2.03851 0.06 -0.01 -0.05
H -2.18035 3.03902 -0.89944 0.04 -0.18 -0.03
H -3.98109 3.81717 -2.39443 0.01 -0.04 -0.07
H -5.01030 6.03590 -2.03356 -0.05 0.00 -0.02
H -4.24355 7.45158 -0.16248 -0.03 0.08 -0.01
H -2.45407 6.66890 1.32489 0.05 0.04 0.14
H -2.99217 -1.24172 3.33156 -0.19 0.09 -0.09
H -4.57456 -0.51438 2.95931 0.08 -0.04 0.04
H -1.68643 -0.06253 5.27627 0.17 -0.02 -0.02
H -1.92184 0.41539 7.68451 0.09 -0.01 0.08
H -4.16872 0.68951 8.67071 -0.01 0.07 0.08
H -6.16447 0.58220 7.22726 -0.08 0.00 0.04
H -5.92882 0.11138 4.82792 -0.06 -0.03 -0.11
F 7.27872 2.65486 0.96579 -0.90 -0.36 0.22
C 6.06376 2.15410 1.21668 0.48 0.22 -0.12
C 5.07628 2.94499 1.80874 -0.45 0.46 0.22
F 5.36219 4.20953 2.14477 -0.07 -0.43 -0.15
C 3.81762 2.42939 2.04193 -0.20 1.11 0.57
F 2.89107 3.21541 2.61517 0.67 -0.54 -0.42
C 3.45138 1.07475 1.74166 -0.51 -0.15 0.23
O 2.32228 0.60839 2.03573 1.45 0.69 0.26
C 4.50534 0.32069 1.12960 0.38 -1.07 -0.73
F 4.27062 -0.94791 0.76953 0.29 1.00 0.28
C 5.75959 0.83620 0.88331 0.10 -0.66 -0.23
F 6.69892 0.06205 0.32391 -0.34 0.38 0.20
C -2.11510 1.24411 -3.27755 0.29 -0.29 -0.11
C -1.10064 0.18735 -3.72696 -0.47 0.17 -0.30
C -0.35916 0.67810 -4.97275 -0.07 -0.08 0.33
C -1.81533 -1.12561 -4.05105 0.19 0.23 0.11
O -0.20945 0.01128 -2.63720 -0.01 0.22 -0.10
Si 1.18432 -0.83447 -2.53130 -0.29 -0.15 0.46
O 1.72527 -0.63547 -1.04276 0.55 0.12 0.61
O 0.74552 -2.36294 -2.90535 -0.21 0.15 -0.06
C 1.49390 -3.51711 -3.22066 0.34 -0.58 -0.24
C 0.54228 -4.71139 -3.08768 0.24 0.37 -0.05
C 2.01043 -3.38755 -4.65716 -0.17 -0.03 0.28
C 2.67436 -3.68150 -2.26337 -0.32 0.11 -0.07
O 2.34032 -0.38018 -3.58750 -0.15 -0.19 -0.30
C 3.36159 0.58947 -3.43734 0.53 0.34 -0.11
C 4.48785 -0.02440 -2.60606 -0.28 0.03 -0.13
C 3.85605 0.91967 -4.84928 -0.16 -0.11 0.37
C 2.81420 1.84174 -2.75694 0.01 -0.27 -0.10
H -2.80989 1.45911 -4.08502 -0.14 0.06 -0.09
H -1.59375 2.15714 -3.00119 0.07 0.13 0.02
H -2.66956 0.87948 -2.41614 -0.07 -0.03 0.14
H -1.06006 0.82471 -5.79189 -0.04 0.00 -0.08
H 0.38814 -0.05433 -5.26356 0.12 -0.06 -0.16
H 0.14155 1.62144 -4.76686 0.09 0.11 0.00
H -2.47495 -0.99027 -4.90481 -0.12 0.00 -0.08
H -2.39688 -1.45941 -3.19606 -0.10 -0.07 0.13
H -1.07657 -1.88696 -4.27596 -0.02 -0.14 -0.11
H -0.34188 -4.55107 -3.69935 -0.10 0.00 -0.08
H 0.23203 -4.82342 -2.05218 -0.06 -0.04 0.14
H 1.03800 -5.62353 -3.40713 0.05 -0.15 -0.05
H 1.18212 -3.41288 -5.36008 -0.14 -0.02 -0.12
H 2.69718 -4.19679 -4.88953 0.09 -0.12 -0.08
H 2.51885 -2.43371 -4.75961 0.14 0.03 -0.07
H 2.32843 -3.59299 -1.23619 -0.02 0.00 0.20
H 3.40521 -2.90087 -2.44613 0.22 0.14 0.03
H 3.14357 -4.65283 -2.39759 0.09 -0.09 -0.04
H 4.88391 -0.90329 -3.10969 0.09 -0.09 -0.07
H 4.07888 -0.33216 -1.64879 0.01 -0.05 0.16
H 5.29402 0.68698 -2.45435 0.18 0.14 0.02
H 4.20476 0.01408 -5.33913 0.04 -0.10 -0.06
H 4.67407 1.63377 -4.80607 0.11 0.10 -0.02
H 3.04539 1.34165 -5.43708 -0.10 0.07 -0.09
H 2.50913 1.59765 -1.74393 -0.05 0.03 0.20
H 1.94135 2.19316 -3.29883 -0.12 0.16 -0.08
H 3.56273 2.62785 -2.73158 0.13 0.14 -0.01
```
Positions in Å, forces in eV/Å.

These are the natural (NBO) partial charges, in e, on atoms 1 to 8:
1 Pt 0.92
2 S 0.19
3 C -0.24
4 C -0.09
5 C -0.17
6 C 0.27
7 N -0.27
8 C -0.13

---

No. 3
A structure of composition C10H27CoNO6. Source: the OMol25 dataset; level of theory: ωB97M-V/def2-TZVPD.

Properties
Net charge: +1
Maximum force: 3.2 eV/Å
2S+1: 5
Highest occupied orbital energy (spin up / spin down): -5.28 / -12.93 eV
E_tot: -2285.7151 Ha
Kohn-Sham gap (spin up / spin down): 0.113 / 0.373 hartree

Geometry as XYZ:
```
45
Properties=species:S:1:pos:R:3:forces:R:3
Co 0.05368 0.49651 0.32534 -0.54 -0.31 -0.60
C 1.57030 -0.95127 -3.35735 -0.28 -1.25 1.45
O 0.87821 -1.05811 -2.03704 1.12 0.82 -1.18
C 0.06917 -2.21832 -1.92816 0.80 1.33 -2.17
C -1.03504 -2.08755 -0.92414 0.29 -0.46 0.69
N -0.51707 -1.65289 0.40559 0.73 -0.67 -1.67
C -1.38549 -1.94383 1.50290 -1.56 0.53 0.62
C -0.96080 -1.15429 2.73799 0.06 -0.68 -0.21
O -0.28763 0.08261 2.36560 -0.56 -1.07 0.81
C 0.09663 0.71682 3.58433 -0.21 1.63 0.02
H 0.91628 -1.17902 -4.19906 -0.40 0.25 0.14
H 2.33115 -1.73178 -3.35990 0.24 0.01 -0.10
H 2.06951 0.00668 -3.50303 -0.34 0.08 0.46
H 0.75991 -3.05959 -1.87126 -0.38 -0.53 0.68
H -0.39546 -2.27272 -2.91267 -0.50 -0.68 -0.08
H -1.31450 -3.13508 -0.81158 -1.01 -0.05 -0.06
H -1.85327 -1.43791 -1.23491 0.11 -0.22 -0.14
H 0.03005 -2.48773 0.55985 2.17 0.78 -0.17
H -1.35694 -3.02403 1.64588 -0.29 -0.06 0.65
H -2.41801 -1.69532 1.25749 -0.08 0.17 -0.04
H -0.27723 -1.68565 3.40018 0.18 -0.25 -0.25
H -1.88458 -1.05926 3.30867 0.11 0.95 0.26
H 0.67746 1.61628 3.38010 0.25 -0.30 -0.39
H 0.65614 0.06641 4.25667 -0.20 -0.17 -0.10
H -0.81328 1.13413 4.01562 -0.04 -0.40 0.55
C 2.22219 2.31523 0.51063 1.62 -2.27 1.62
C 2.74195 0.89959 1.02074 1.57 2.23 -1.19
O 2.06529 -0.15057 0.40806 -0.85 -0.68 -0.22
O 0.86888 2.38050 0.86020 -0.25 -0.22 0.66
H 2.25464 2.51552 -0.56031 0.84 -0.49 -0.10
H 2.80460 3.03355 1.08763 -0.01 0.36 -0.18
H 2.80489 0.68642 2.08785 -0.32 0.86 0.12
H 3.75059 0.82896 0.61360 0.50 0.30 0.41
H 2.75736 -0.56692 -0.11086 -0.66 -0.72 -0.76
H 0.75155 3.33059 0.78839 -1.71 0.92 -0.01
C -2.61832 1.30300 -0.92710 -0.62 -0.89 -2.84
C -1.65822 1.63885 -2.07406 1.65 -0.81 0.42
O -0.33916 1.14158 -1.73600 -0.12 -0.21 1.42
O -1.94124 1.38168 0.28747 0.79 0.80 0.38
H -3.10020 0.32597 -0.89111 0.36 -0.45 -0.96
H -3.44301 1.91014 -1.30043 -0.42 1.07 1.71
H -1.47064 2.70747 -2.17878 -0.94 0.15 -0.07
H -1.80052 1.13636 -3.03081 -1.18 0.29 -0.05
H 0.24729 1.26961 -2.48521 0.48 0.01 -0.22
H -2.50712 1.62741 1.02298 -0.41 0.31 0.68
```
Positions in Å, forces in eV/Å.

These are the natural (NBO) partial charges, in e, on atoms 1 to 8:
1 Co 1.26
2 C -0.28
3 O -0.58
4 C -0.08
5 C -0.25
6 N -0.70
7 C -0.25
8 C -0.08

---

No. 4
An isolated molecule of C3H8N2O2. Source: the OMol25 dataset; level of theory: ωB97M-V/def2-TZVPD.

Properties
Energy above the lowest of the compared OMol25 structures with the same formula, charge and spin: 17.34 kcal per mole
Net charge: 0
Maximum force: 1.5 eV/Å
Highest occupied orbital energy: -9.78 eV
E_tot: -379.1134 Ha
Kohn-Sham gap: 0.386 hartree

Geometry as XYZ:
```
15
Properties=species:S:1:pos:R:3:forces:R:3
N 1.24729 1.31435 1.12348 -1.18 -0.61 -0.45
C 0.12718 0.52821 1.28737 0.65 -0.49 -0.24
O -0.75029 0.73919 2.08837 -0.36 0.36 0.43
N 0.11783 -0.60801 0.50457 -0.38 -1.16 -0.50
C 0.74519 -0.93036 -0.77295 -0.28 1.37 0.48
C -0.28609 -1.02896 -1.89036 0.44 -0.28 -1.00
O -1.27017 -0.01646 -1.94858 0.25 0.02 0.52
H 1.95854 0.86801 0.57663 0.66 0.63 0.42
H 1.36072 2.03013 1.81565 0.48 0.05 -0.12
H -0.66172 -1.23100 0.66829 -0.13 0.48 0.45
H 1.31216 -1.85368 -0.71803 0.13 -0.18 0.01
H 1.43172 -0.11645 -1.01590 0.11 -0.10 -0.11
H 0.29878 -0.96392 -2.82163 -0.13 -0.36 0.04
H -0.77716 -2.01129 -1.87423 -0.08 0.25 0.09
H -1.00089 0.69159 -1.35086 -0.19 0.01 -0.02
```
Positions in Å, forces in eV/Å.

These are the natural (NBO) partial charges, in e, on atoms 1 to 8:
1 N -0.86
2 C 0.77
3 O -0.64
4 N -0.66
5 C -0.24
6 C -0.07
7 O -0.71
8 H 0.39